A molecular structure, C11H21N3O5 at a distorted geometry, computed with the ωB97M-V functional and the def2-TZVPD basis.

Values from the calculation:
E_LUMO   0.124 eV
Kohn-Sham gap   9.538 eV
Energy relative to the best compared isomer or geometry (same formula, charge and spin)   1018.1 kJ/mol

Geometry as ORCA input:
```
! RIJCOSX wB97M-V def2-TZVPD def2/J DEFGRID3
* xyz 0 1
O 0.92 -1.86 -1.41
O 4.04 -0.70 0.06
O 4.27 1.09 -1.18
O -0.32 4.23 0.66
O -2.15 2.99 0.37
N 0.27 -2.24 2.07
N -3.84 1.00 -0.47
N 1.61 -0.56 0.54
C 1.44 1.87 -0.06
C 3.55 0.41 -0.47
C -0.80 3.09 0.64
C -3.37 -1.61 -0.28
C -0.12 1.59 0.34
C 1.08 -1.67 -0.11
C -1.94 -1.50 -0.09
C -4.21 -0.54 -1.14
C 0.26 -2.66 0.71
C 2.00 0.49 -0.40
C -1.03 -2.75 0.00
H -1.09 0.77 -0.42
H -5.31 -0.97 -0.95
H -3.70 -2.76 -0.81
H -4.60 1.60 -0.90
H 0.87 -3.20 2.80
H -3.85 0.92 0.57
H 1.84 -0.38 1.56
H -0.84 -2.23 2.44
H -2.48 1.98 0.09
H -0.79 -3.04 -1.18
H -1.63 -3.65 0.54
H 4.98 -0.84 -0.25
H -4.17 -0.40 -2.36
H -1.58 -0.94 0.83
H -0.11 0.85 1.50
H 1.99 2.33 1.01
H -3.84 -1.72 0.75
H 0.78 -3.60 0.55
H 1.59 0.15 -1.38
H -1.39 -0.83 -0.90
H 1.77 2.24 -1.20
*
```



A gas-phase ion, C11H21N4 (charge +1) at a distorted geometry, computed with the ωB97M-V functional and the def2-TZVPD basis.

Values from the calculation:
E_LUMO   -3.509 eV
Kohn-Sham gap   8.516 eV
Energy relative to the best compared isomer or geometry (same formula, charge and spin)   23.4 kJ/mol
Structure (SMILES)   C/C(=N/[NH+]=C(N)N)C1=CC(C)(C)CCC1

Geometry as ORCA input:
```
! RIJCOSX wB97M-V def2-TZVPD def2/J DEFGRID3
* xyz 1 1
N 1.92 -0.97 3.70
N -0.33 -2.62 1.22
N 0.60 -1.83 1.80
N 0.89 -3.08 3.65
C 1.10 0.65 -2.69
C -0.87 0.01 -4.29
C -1.40 1.43 -2.23
C -1.06 1.49 -0.71
C 1.23 -1.97 2.99
C -1.33 0.20 0.12
C -0.95 -2.32 0.04
C -0.47 0.35 -2.83
C -1.86 -3.33 -0.76
C -0.82 -0.98 -0.59
C -0.59 -0.87 -1.94
H -2.57 -2.77 -1.32
H -1.95 -0.15 -4.33
H -2.50 1.20 -2.48
H 1.48 0.41 -3.70
H -0.33 -1.82 -2.45
H 1.35 1.67 -2.48
H -2.43 0.10 0.35
H 2.48 -1.26 4.59
H -0.33 -0.87 -4.66
H -1.18 2.40 -2.80
H 0.03 1.75 -0.61
H 2.09 -0.10 3.16
H -1.30 -4.09 -1.39
H 0.57 -2.90 4.62
H 1.01 -1.08 1.28
H -0.82 0.32 1.09
H -2.55 -3.87 -0.15
H -0.66 0.92 -4.89
H -1.69 2.17 -0.21
H 0.13 -3.61 3.18
H 1.60 0.08 -2.02
*
```



A gas-phase ion, C11H21N4 (charge +1) at a distorted geometry, computed with the ωB97M-V functional and the def2-TZVPD basis.

Values from the calculation:
E_LUMO   -3.855 eV
Kohn-Sham gap   9.455 eV
Energy relative to the best compared isomer or geometry (same formula, charge and spin)   86.4 kJ/mol
Structure (SMILES)   C[C@@H]1CCCC[C@H]1[C@]1([NH3+])N=CN=C[C@H]1N

Geometry as ORCA input:
```
! RIJCOSX wB97M-V def2-TZVPD def2/J DEFGRID3
* xyz 1 1
N -1.69 -1.68 2.90
N -0.93 -1.55 0.65
N 1.32 -1.36 1.25
N 0.96 0.81 2.84
C -0.83 1.41 -0.22
C -0.26 0.22 2.31
C 0.18 -0.51 -1.53
C 0.03 -0.56 1.02
C 0.27 0.36 -0.21
C -0.52 1.72 -2.78
C 1.21 -1.62 -1.78
C -1.69 -2.00 1.55
C 0.46 0.52 -2.62
C -0.97 -0.70 3.26
C -0.91 2.33 -1.39
H 1.41 0.79 -2.39
H -0.78 -0.77 -1.62
H -1.33 1.23 -3.24
H -0.14 3.15 -1.35
H 0.79 -2.55 -1.31
H 1.33 -1.88 2.13
H 1.17 -1.79 -2.78
H 1.15 0.74 3.81
H -1.17 0.79 2.13
H -0.04 2.34 -3.55
H 1.20 0.81 -0.34
H -2.31 -2.71 1.18
H 1.46 -2.06 0.57
H -1.86 2.88 -1.52
H 2.17 -0.76 1.32
H 1.30 1.63 2.40
H -1.05 -0.70 4.34
H -0.88 2.15 0.56
H 2.31 -1.45 -1.65
H 0.44 0.01 -3.70
H -1.83 0.79 -0.27
*
```



A single C11H22BrN2O molecule, computed with the ωB97M-V functional and the def2-TZVPD basis.

Values from the calculation:
E_LUMO (alpha / beta)   0.625 / 0.314 eV
Kohn-Sham gap (alpha / beta)   9.030 / 9.863 eV

Geometry as ORCA input:
```
! RIJCOSX wB97M-V def2-TZVPD def2/J DEFGRID3
* xyz 0 2
Br -2.65 0.34 -2.14
O -1.00 2.05 1.87
N -0.11 1.21 1.48
N 0.55 -2.94 -2.96
C -0.96 0.10 -1.10
C -0.05 -0.77 -2.01
C -1.43 -0.47 0.25
C -1.53 -0.33 2.72
C 0.87 3.19 0.43
C -0.39 1.52 -0.93
C 0.58 1.69 0.24
C -0.60 -0.20 1.52
C 0.10 -2.26 -1.73
C 1.91 0.98 0.01
C 0.57 -1.19 1.76
H 1.79 3.46 -0.08
H 2.51 1.04 0.92
H 0.56 -1.99 1.03
H -1.20 2.23 -0.82
H 2.46 1.50 -0.77
H 0.15 1.76 -1.84
H -2.40 -0.03 0.44
H -0.84 -2.70 -1.43
H -2.50 0.14 2.55
H -0.42 -0.71 -3.02
H 0.45 -1.66 2.74
H 0.94 -0.32 -2.04
H 0.83 -2.41 -0.94
H 0.99 3.42 1.49
H 1.82 -0.06 -0.24
H -1.07 0.14 3.59
H 1.53 -0.71 1.78
H -1.69 -1.39 2.94
H 0.23 -3.90 -2.95
H -1.60 -1.55 0.18
H 0.07 3.80 0.03
H 1.56 -2.99 -2.98
*
```



3 unconnected molecules or ions with the total composition C11H22INO7PS at a distorted geometry, computed with the ωB97M-V functional and the def2-TZVPD basis.

Values from the calculation:
E_LUMO   -4.326 eV
Kohn-Sham gap   8.171 eV

Geometry as ORCA input:
```
! RIJCOSX wB97M-V def2-TZVPD def2/J DEFGRID3
* xyz 1 1
I 5.62 -4.88 2.99
S 3.41 -4.89 0.18
P 6.29 -4.01 0.83
O -4.16 1.01 0.41
O 1.49 3.31 0.86
O -4.59 0.81 -1.69
O -5.86 -0.34 -0.21
O 6.84 -2.53 1.28
O 2.91 1.56 1.00
O 1.09 1.31 -0.13
N 2.66 -2.85 1.51
C 4.58 -3.48 0.14
C -4.48 0.73 1.78
C 1.79 2.18 0.60
C 0.10 2.70 -1.89
C -6.71 1.03 -2.90
C -5.39 0.30 -2.78
C 3.81 2.40 1.75
C -4.96 0.42 -0.48
C -0.15 1.83 -0.68
C 2.37 -4.08 1.21
C 3.90 -2.33 0.94
H 4.23 3.16 1.10
H 2.09 -2.28 2.11
H 0.65 3.60 -1.62
H -7.33 0.86 -2.03
H -4.78 0.45 -3.66
H -6.54 2.10 -3.01
H -3.68 1.17 2.37
H -5.54 -0.78 -2.64
H -0.70 2.36 0.09
H 3.80 -1.38 0.43
H -0.72 0.95 -0.95
H 0.68 2.16 -2.64
H 6.67 -1.83 0.63
H 4.56 -2.12 1.79
H 4.59 1.74 2.11
H 3.29 2.86 2.58
H -7.24 0.67 -3.78
H 4.75 -3.19 -0.90
H -5.43 1.20 2.04
H -4.54 -0.34 1.95
H 1.48 -4.54 1.63
H -0.85 3.00 -2.33
*
```



A gas-phase ion, C11H22N2 (charge +2) at a distorted geometry, computed with the ωB97M-V functional and the def2-TZVPD basis.

Values from the calculation:
E_LUMO   -8.139 eV
Kohn-Sham gap   8.843 eV
Energy relative to the best compared isomer or geometry (same formula, charge and spin)   577.0 kJ/mol

Geometry as ORCA input:
```
! RIJCOSX wB97M-V def2-TZVPD def2/J DEFGRID3
* xyz 2 1
N 2.01 -0.05 -0.37
N -1.18 -0.09 -0.32
C 3.46 -0.40 -0.23
C 1.49 1.10 -0.13
C -0.15 -1.10 0.13
C -1.56 -0.20 -1.77
C -2.47 -0.30 0.52
C -3.68 -0.06 0.01
C 3.78 -1.13 1.09
C -4.87 0.08 0.87
C 2.17 2.27 0.20
C 1.09 -1.20 -0.68
C -0.85 1.28 -0.07
H -2.13 -0.36 1.56
H 4.75 -1.55 1.16
H 3.11 -2.15 1.10
H 0.12 -0.59 1.04
H -0.60 -2.17 0.18
H 1.68 -2.07 -0.36
H -1.94 0.69 -2.09
H -4.05 0.27 -1.07
H -5.75 -0.17 0.38
H 4.10 0.46 -0.18
H 0.89 -1.08 -1.79
H -4.96 1.15 0.98
H 3.74 -0.62 1.97
H 3.13 2.07 0.48
H -2.12 -1.04 -1.89
H -4.79 -0.46 1.94
H -0.56 -0.35 -2.25
H 3.60 -0.97 -1.14
H -1.06 2.00 -0.90
H 2.22 3.04 -0.76
H -0.78 1.65 0.97
H 1.72 3.05 0.90
*
```



A single C11H22N2O3 molecule at a distorted geometry, computed with the ωB97M-V functional and the def2-TZVPD basis.

Values from the calculation:
E_LUMO   0.446 eV
Kohn-Sham gap   9.685 eV
Energy relative to the best compared isomer or geometry (same formula, charge and spin)   133.7 kJ/mol
Structure (SMILES)   CC(C)(C)NC(=O)N[C@H](C(=O)O)C(C)(C)C

Geometry as ORCA input:
```
! RIJCOSX wB97M-V def2-TZVPD def2/J DEFGRID3
* xyz 0 1
O 1.47 -1.01 -0.31
O -2.92 -2.00 1.19
O -1.75 -2.66 3.02
N 0.01 -0.28 -1.87
N -0.74 -0.83 0.18
C 0.22 0.80 -4.14
C -1.87 -1.95 2.02
C 0.89 1.09 2.07
C 1.77 -1.05 -3.47
C -0.49 0.09 4.05
C -0.67 -1.03 1.67
C 0.28 -0.80 -0.63
C -1.62 1.27 2.20
C -0.47 0.36 2.49
C 1.91 1.17 -2.24
C 1.01 0.10 -2.91
H 1.10 1.89 2.76
H -2.61 0.93 2.62
H 2.32 -1.51 -2.69
H -0.98 0.08 -1.94
H -3.49 -2.75 1.48
H 0.98 1.00 -4.94
H 2.62 0.65 -1.62
H -1.43 -0.29 4.43
H 1.27 1.71 -1.51
H -0.21 1.03 4.55
H 0.79 1.55 1.09
H -0.58 0.18 -4.56
H 0.24 -0.72 4.29
H -1.77 1.39 1.14
H -1.40 2.25 2.63
H 2.41 1.77 -3.02
H -0.25 1.76 -3.88
H 0.20 -1.64 2.00
H -1.54 -0.27 -0.09
H 1.75 0.35 2.05
H 1.03 -1.79 -3.81
H 2.49 -0.83 -4.30
*
```



A gas-phase ion, C11H22N3O (charge +1) at a distorted geometry, computed with the ωB97M-V functional and the def2-TZVPD basis.

Values from the calculation:
E_LUMO (alpha / beta)   -3.695 / -3.693 eV
Kohn-Sham gap (alpha / beta)   8.091 / 8.092 eV
Energy relative to the best compared isomer or geometry (same formula, charge and spin)   12.4 kJ/mol
Structure (SMILES)   [H]/N=[N+](C)/C(C)=C(\CC)[C@@H](C)CNC(C)=O

Geometry as ORCA input:
```
! RIJCOSX wB97M-V def2-TZVPD def2/J DEFGRID3
* xyz 1 1
O 0.31 1.60 -0.07
N 1.18 -0.68 -1.92
N 2.33 -0.68 -1.41
N -0.96 2.06 1.74
C -1.24 -0.88 -1.94
C 0.04 -0.70 -1.18
C -1.26 0.69 2.12
C -1.27 -0.27 0.92
C 1.05 -0.64 -3.38
C 0.06 -0.36 0.19
C 1.29 -0.60 1.02
C -1.71 -1.65 1.41
C 0.01 3.89 0.52
C -0.20 2.41 0.71
C 1.69 -2.07 1.06
H 2.11 -0.04 0.58
H 1.96 -2.43 0.07
H 0.74 -1.61 -3.76
H -2.75 -1.62 1.73
H -1.61 -2.40 0.63
H -2.26 0.68 2.56
H 3.08 -0.59 -2.09
H 0.66 4.27 1.31
H 2.01 -0.39 -3.82
H 0.48 4.07 -0.44
H -1.31 2.78 2.35
H 1.14 -0.24 2.04
H -2.02 0.13 0.23
H -0.56 0.35 2.89
H -1.57 0.05 -2.40
H -1.14 -1.62 -2.72
H 0.32 0.12 -3.68
H -0.94 4.42 0.57
H -1.11 -1.96 2.26
H 0.90 -2.70 1.46
H 2.57 -2.18 1.70
H -2.04 -1.22 -1.29
*
```